[1]
This record from OMol25 describes a single C4H6N4 molecule at a distorted geometry. The level of theory is ωB97M-V/def2-TZVPD.

Total energy   -374.85753 a.u.
HOMO level   -9.1 eV
Energy above the lowest of the compared OMol25 structures with the same formula, charge and spin   127.9 kcal/mol
E_LUMO   0.336 eV
Orbital gap   9.46 eV
SMILES string   C1NCc2[nH]nnc21

Structure (ORCA input):
```
! wB97M-V def2-TZVPD RIJCOSX def2/J DEFGRID3
* xyz 0 1
C 1.232 -1.199 0.050
N 2.138 -0.033 0.197
C 1.210 1.334 0.019
C -0.152 0.684 -0.230
N -1.466 1.001 0.163
N -2.127 -0.221 0.156
N -1.253 -1.171 -0.106
C -0.015 -0.643 -0.215
H 1.373 -2.226 -0.444
H 1.054 -1.807 0.927
H 2.413 0.165 -0.827
H 1.580 2.092 -0.829
H 1.100 1.921 1.070
H -2.216 1.761 -0.511
*
```

Want to see where the charge sits? The natural (NBO) charges in e are: C -0.3077; N -0.5637; C -0.2634; C 0.0506; N -0.3926; N -0.0416; N -0.2186; C 0.0532; H 0.2435; H 0.2191; H 0.3507; H 0.2164; H 0.2188; H 0.4353

***

[2]
This record from OMol25 describes a single C4H6N4 molecule at a distorted geometry. The level of theory is ωB97M-V/def2-TZVPD.

Total energy   -374.91925 a.u.
HOMO level   -7.9 eV
Energy above the lowest of the compared OMol25 structures with the same formula, charge and spin   89.2 kcal/mol
E_LUMO   0.813 eV
Orbital gap   8.67 eV
SMILES string   [H]/N=C1\N[C@H]1C(N)=C=N

Structure (ORCA input):
```
! wB97M-V def2-TZVPD RIJCOSX def2/J DEFGRID3
* xyz 0 1
H 3.000 -0.873 1.199
N 2.070 -0.544 1.453
C 1.463 0.036 0.531
N 1.603 0.658 -0.691
C 0.390 0.974 0.101
C -0.871 0.262 -0.232
N -1.304 0.295 -1.571
C -1.212 -0.659 0.659
N -1.873 -1.196 1.541
H 1.480 0.145 -1.554
H 0.328 1.998 0.458
H -1.252 1.213 -1.996
H -2.194 -0.165 -1.713
H -1.628 -2.144 1.815
*
```

Want to see where the charge sits? The natural (NBO) charges in e are: H 0.3528; N -0.6532; C 0.4601; N -0.6131; C -0.1488; C -0.0476; N -0.8203; C 0.3434; N -0.6074; H 0.3894; H 0.2130; H 0.3812; H 0.3829; H 0.3676

***

[3]
This record from OMol25 describes a molecular structure, C4H6N4O at a distorted geometry. The level of theory is ωB97M-V/def2-TZVPD.

Total energy   -450.04396 a.u.
HOMO level   -9.7 eV
Energy above the lowest of the compared OMol25 structures with the same formula, charge and spin   153.5 kcal/mol
E_LUMO   -1.321 eV
Orbital gap   8.35 eV

Structure (ORCA input):
```
! wB97M-V def2-TZVPD RIJCOSX def2/J DEFGRID3
* xyz 0 1
C 2.713 0.104 -0.265
C 1.419 -0.645 0.328
C -0.796 0.218 0.208
C -2.924 0.906 0.143
H 3.161 1.109 0.262
H 2.206 0.760 -1.304
H 3.535 -0.460 -0.768
H 1.265 -1.472 -0.407
H 1.759 -0.987 1.605
H -3.708 1.697 0.026
N 0.368 0.363 0.323
N -1.661 1.187 -0.027
N -3.532 -0.446 -0.050
N -2.609 -1.246 -0.228
O -1.196 -1.088 0.155
*
```

Want to see where the charge sits? The natural (NBO) charges in e are: C -0.6289; C -0.2505; C 0.5901; C 0.2224; H 0.2288; H 0.1907; H 0.2177; H 0.2098; H 0.2048; H 0.2045; N -0.4449; N -0.3972; N -0.1797; N 0.1878; O -0.3555

***

[4]
This record from OMol25 describes a single C4H6N4O molecule at a distorted geometry. The level of theory is ωB97M-V/def2-TZVPD.

Total energy   -450.25686 a.u.
HOMO level   -8.4 eV
Energy above the lowest of the compared OMol25 structures with the same formula, charge and spin   19.9 kcal/mol
E_LUMO   0.788 eV
Orbital gap   9.15 eV
SMILES string   N/N=C(N)/C=C\N=C=O

Structure (ORCA input):
```
! wB97M-V def2-TZVPD RIJCOSX def2/J DEFGRID3
* xyz 0 1
N 1.026 -0.732 -1.709
N 0.492 -0.084 -0.608
C -0.573 -0.486 -0.006
N -1.219 -1.653 -0.355
C -1.043 0.270 1.125
C -0.390 1.351 1.605
N 0.738 1.892 1.092
C 1.432 1.552 0.130
O 2.358 1.705 -0.568
H 1.287 -1.696 -1.504
H 1.851 -0.198 -1.987
H -2.142 -1.785 0.023
H -1.113 -1.931 -1.318
H -1.941 -0.083 1.608
H -0.762 1.878 2.473
*
```

Want to see where the charge sits? The natural (NBO) charges in e are: N -0.6663; N -0.3331; C 0.3926; N -0.8144; C -0.3624; C 0.0911; N -0.5992; C 0.8997; O -0.5505; H 0.3514; H 0.3863; H 0.3909; H 0.3964; H 0.2143; H 0.2031